Computed, not measured: a 2-piece molecular cluster, C5H15N2S overall, with ωB97M-V/def2-TZVPD.

Computed properties:
- ΔE to the lowest compared entry with this formula, charge and spin: 5.4984 eV
- Frontier orbital gap: 0.18604 Eh
- Net charge: +1
- Calculated total energy: -19232.315 eV
- Multiplicity: 1
- Highest occupied orbital energy: -12.73 eV

Atoms and positions in Å:
C 0.4009 1.5368 -0.1410
N -0.7741 0.6835 0.2584
C -2.0748 0.8600 -0.4880
C -3.2537 0.2094 0.2908
C -3.2347 -1.3228 0.3446
S 2.0342 -1.9975 -0.2587
C 1.6268 0.9240 0.5635
N 2.9036 1.0990 -0.1812
H 0.1983 2.5659 0.2448
H 0.4602 1.6278 -1.2781
H -0.4936 -0.2891 0.1864
H -2.2128 1.9603 -0.6867
H -2.0638 0.3325 -1.4866
H -4.1826 0.4866 -0.2821
H -3.3286 0.6260 1.3016
H -2.9062 -1.7645 -0.5895
H -4.2070 -1.8767 0.4975
H -2.5114 -1.6370 1.1266
H 1.8855 1.1260 1.5942
H 1.5960 -0.2445 0.5437
H 3.1592 2.1384 -0.1830
H 2.7462 0.6803 -1.0603
H 3.6199 0.5058 0.2504

Atomic partial charges in e from the Mulliken method, atoms 1 to 2: -0.37, -0.24



Computed, not measured: a 2-piece molecular cluster, C5H15N2S overall, with ωB97M-V/def2-TZVPD.

Computed properties:
- ΔE to the lowest compared entry with this formula, charge and spin: 3.3837 eV
- Frontier orbital gap: 0.30499 Eh
- Net charge: +1
- Calculated total energy: -19234.430 eV
- Multiplicity: 1
- Highest occupied orbital energy: -12.53 eV

Atoms and positions in Å:
N 1.1922 0.5787 -0.1350
C -0.2816 0.3426 0.0605
C -1.1476 1.3036 -0.8367
S -0.6493 3.0394 -0.3393
C -0.4867 -1.1117 -0.3693
N 0.5708 -1.9186 0.3541
C 0.3083 -1.9652 1.8288
C 0.9661 -3.2423 -0.2340
H 1.5273 1.2053 0.6032
H 1.3956 -1.2838 0.3202
H 1.1466 1.2501 -0.9188
H -0.5295 0.5874 1.0889
H -0.9257 1.2237 -1.8881
H -2.1920 1.2125 -0.5933
H -1.4632 3.4651 -2.1359
H -0.2899 -1.2052 -1.4270
H -1.5201 -1.4146 -0.1518
H 0.8393 -1.1482 2.3170
H 0.7882 -2.8011 2.3255
H -0.7777 -1.9361 1.9358
H 1.4590 -3.8024 0.5546
H 1.6547 -3.0025 -1.0468
H 0.1134 -3.7711 -0.6386

Atomic partial charges in e from the Mulliken method, atoms 1 to 2: -0.63, -0.02



Computed, not measured: a 2-piece molecular cluster, C5H15N2S overall, with ωB97M-V/def2-TZVPD.

Computed properties:
- ΔE to the lowest compared entry with this formula, charge and spin: 0.9989 eV
- Frontier orbital gap (spin up / spin down): 0.33452 / 0.14130 Eh
- Net charge: +2
- Calculated total energy: -19224.265 eV
- Multiplicity: 2
- <S²>: 0.75
- Highest occupied orbital energy (spin up / spin down): -16.10 / -16.05 eV

Atoms and positions in Å:
C 2.3364 -0.6793 -1.2913
C 2.2947 0.2133 -0.0526
S 1.3360 1.7045 -0.3502
C 1.4509 2.5432 1.2639
H 2.3902 -1.7249 -1.0184
H 3.1747 -0.4206 -1.9348
H 1.4738 -0.5655 -1.9483
H 3.2993 0.4990 0.2767
H 1.8303 -0.2514 0.8386
H 0.6950 2.3011 2.0120
H 2.4839 2.4542 1.6201
H 1.3472 3.5899 0.9454
C -2.1641 -1.0826 -0.4067
C -2.5739 -1.6666 0.7359
N -3.6185 -2.5533 0.8055
N -0.8834 -0.3732 -0.4286
H -2.6749 -1.2652 -1.3538
H -2.0198 -1.5478 1.6640
H -4.0914 -2.5206 1.7031
H -4.2925 -2.4905 0.0501
H -0.9453 0.4706 -1.0122
H -0.0704 -0.9377 -0.7121
H -0.5692 -0.0797 0.5027

Atomic partial charges in e from the Mulliken method, atoms 1 to 2: -1.31, -0.39